# 1
71
Properties=species:S:1:pos:R:3:forces:R:3 method="wB97M-V/def2-TZVPD" homo_lumo_gap_ev=7.580 energy_ha=-2322.5719 multiplicity=1 homo_ev=-14.5 charge=+2
Os -0.40785 0.15856 -0.38138 -0.28 0.20 -0.34
O -0.00489 -3.06518 -2.74386 0.04 0.00 -0.01
C -0.07200 -1.94801 -2.32898 0.01 0.06 0.02
O -0.51773 -1.64177 -1.11385 0.00 -0.04 0.02
C 0.32049 -0.74328 -3.13275 -0.06 0.09 0.01
C 0.86909 -0.97990 -4.39440 0.01 -0.05 -0.01
C 1.22641 0.08651 -5.16415 0.01 0.03 -0.03
C 0.97187 1.38407 -4.68627 -0.01 -0.03 0.02
C 1.26666 2.52175 -5.47647 0.01 0.02 -0.02
C 0.96189 3.77532 -5.03934 0.01 0.01 -0.02
C 0.33106 3.93648 -3.78964 -0.01 -0.03 0.03
C 0.05532 2.85549 -3.00163 -0.03 -0.09 -0.03
C 0.38198 1.54837 -3.40396 -0.05 -0.04 0.07
N 0.10336 0.45779 -2.59109 0.06 -0.08 -0.32
H 0.99275 -2.00763 -4.70467 -0.01 0.01 -0.01
H 1.67552 -0.04742 -6.14040 0.00 -0.01 0.01
H 1.72558 2.36899 -6.44480 0.00 -0.01 0.00
H 1.17801 4.63921 -5.65216 0.00 0.00 0.00
H 0.05000 4.92788 -3.45803 -0.01 0.00 0.00
H -0.45862 2.97433 -2.07290 -0.09 -0.02 0.00
C -2.11488 -2.91970 0.95261 -0.04 0.13 0.02
C -1.41895 -1.89098 1.78732 0.05 -0.05 0.17
N -0.79383 -0.75544 1.47325 -0.38 -0.16 0.01
C -0.39961 -0.07075 2.61114 0.17 -0.06 -0.06
C -0.67250 -0.68717 3.78028 -0.01 0.01 0.00
S -1.46945 -2.15619 3.47176 0.02 0.02 -0.05
C 0.18884 1.22826 2.38903 0.05 0.03 -0.03
C 0.76261 2.02771 3.31601 0.07 0.02 0.01
S 1.20454 3.49966 2.59504 -0.06 0.00 0.03
C 0.61624 2.97299 1.08984 0.01 0.02 -0.03
N 0.11908 1.74884 1.10149 -0.18 0.16 -0.01
C 0.70758 3.92736 -0.04403 -0.06 -0.03 0.06
H -1.91499 -2.82582 -0.10121 0.05 0.04 -0.10
H -3.18961 -2.83985 1.12942 0.01 0.01 -0.01
H -1.80666 -3.91262 1.27964 0.00 -0.01 -0.03
H -0.47173 -0.33867 4.77957 0.00 -0.01 0.01
H 0.92080 1.82704 4.36256 -0.01 0.00 0.00
H 0.67743 4.95008 0.32915 0.13 0.00 0.02
H -0.14786 3.79925 -0.68833 -0.02 0.13 0.05
H 1.62768 3.78751 -0.61504 -0.08 -0.07 -0.04
C -3.25905 1.69123 1.37357 -0.01 -0.01 0.03
C -2.78040 2.29262 0.05615 -0.19 -0.24 0.11
C -3.97014 2.81694 -0.75641 -0.02 0.06 0.00
C -2.01321 1.31191 -0.80450 0.51 0.48 0.13
H -3.68356 2.45964 2.01886 -0.03 0.00 -0.03
H -2.45828 1.20279 1.92703 0.00 0.04 0.01
H -4.04235 0.95136 1.18873 0.01 -0.01 -0.01
H -2.12799 3.14337 0.27288 0.11 0.00 -0.03
H -4.65218 2.00489 -1.01598 0.00 -0.01 0.00
H -3.64790 3.29628 -1.68234 0.00 0.01 0.01
H -4.53166 3.54801 -0.17536 0.00 0.00 0.00
H -1.95268 1.66370 -1.82636 -0.26 -0.16 -0.22
H -2.48221 0.27306 -0.82535 0.13 -0.15 0.20
C 4.07648 1.81998 -1.20047 0.03 0.02 -0.04
C 3.97682 0.78997 -0.08167 -0.09 -0.05 0.02
C 4.79940 1.22527 1.12427 0.01 0.05 -0.02
C 4.43372 -0.58800 -0.56135 0.03 -0.03 0.02
N 2.56181 0.79154 0.40676 0.19 -0.08 0.07
N 1.68332 0.04009 -0.44625 0.35 -0.15 0.47
H 5.07210 1.80087 -1.64279 0.00 0.01 0.00
H 3.88992 2.82408 -0.81792 -0.01 -0.02 0.00
H 3.36683 1.62676 -2.01330 0.00 -0.01 -0.02
H 5.83244 1.40208 0.82870 0.00 -0.01 0.00
H 4.80246 0.45495 1.89888 -0.01 0.01 0.00
H 4.40539 2.15171 1.54571 0.00 0.00 0.00
H 5.50058 -0.56309 -0.78008 0.00 0.00 0.00
H 3.93888 -0.90678 -1.48319 0.00 0.00 0.00
H 4.27982 -1.35129 0.20678 -0.01 0.01 0.00
H 2.53087 0.36165 1.32845 -0.07 -0.04 -0.06
H 1.88579 -0.96484 -0.37381 0.05 0.03 -0.03
H 1.95049 0.29721 -1.39436 -0.05 0.08 -0.02

=====

# 2
110
Properties=species:S:1:pos:R:3:forces:R:3 method="wB97M-V/def2-TZVPD" relative_energy_kj_mol=49.9 homo_lumo_gap_ev="8.254 / 7.628" energy_ha=-3966.4217 multiplicity=4 homo_ev="-10.0 / -9.6" charge=+1
V -0.10570 0.95508 0.21402 0.73 0.08 0.18
C -1.17003 3.14012 2.98302 -0.04 -0.04 0.03
C -2.12042 1.95960 3.20765 0.03 0.07 -0.12
C -3.49307 2.48107 3.63103 0.03 -0.04 0.05
P -2.05405 0.82224 1.71011 -0.51 -0.18 0.58
C -3.77562 0.92051 1.01342 0.10 0.03 -0.17
C -4.05207 2.27483 0.32767 -0.02 -0.02 0.07
C -4.05118 -0.31246 0.13221 -0.02 0.07 0.02
C -2.15253 -0.87784 2.39622 -0.01 -0.02 0.00
C -2.98124 -1.15259 3.48501 0.02 0.01 0.02
C -3.11399 -2.44695 3.95803 0.00 0.01 0.01
C -2.41123 -3.47751 3.34654 0.02 -0.01 -0.02
C -1.58146 -3.20287 2.27104 -0.01 0.05 0.04
C -1.43843 -1.90612 1.76345 0.02 -0.09 -0.08
Si -0.20778 -1.42674 0.38078 -0.06 -0.53 0.23
C -0.60051 -2.37114 -1.23268 -0.02 -0.05 0.03
C -1.54228 -3.40714 -1.24971 0.01 0.08 -0.06
C -1.89221 -4.05846 -2.42449 0.00 0.01 0.01
C -1.31972 -3.66887 -3.62540 -0.02 -0.02 -0.02
C -0.39840 -2.63292 -3.64131 0.00 0.03 0.01
C -0.02003 -1.98470 -2.46395 0.01 -0.01 0.04
P 1.22790 -0.63351 -2.48124 -0.06 0.03 -0.16
C 2.85057 -1.50722 -2.89848 -0.02 0.01 0.10
C 2.97787 -2.17873 -4.26719 -0.02 0.06 0.04
C 3.20080 -2.53257 -1.82782 -0.02 0.05 0.03
C 0.98772 0.24170 -4.11757 0.03 -0.01 0.10
C -0.42848 0.69541 -4.44840 0.02 0.00 0.04
C 1.94423 1.43744 -4.14564 0.00 -0.06 -0.06
C 1.47127 -2.06505 1.03625 0.05 0.06 -0.09
C 1.81102 -3.42000 1.06680 0.01 0.01 0.00
C 3.07426 -3.84120 1.45042 -0.03 -0.01 -0.01
C 4.04291 -2.90532 1.79191 0.02 0.01 -0.01
C 3.72739 -1.55684 1.79096 0.02 0.01 -0.05
C 2.44591 -1.13187 1.43415 -0.08 -0.09 -0.07
P 1.90141 0.59974 1.61209 0.81 -0.16 0.61
C 1.91145 0.76678 3.47692 -0.09 0.03 -0.06
C 3.15588 0.30993 4.24063 -0.02 0.04 0.01
C 0.72584 -0.02306 4.02948 0.05 -0.01 0.00
C 3.22120 1.76164 0.95780 -0.01 -0.04 -0.02
C 3.76795 1.24077 -0.37249 -0.04 0.01 0.00
C 4.36417 2.21337 1.86353 -0.02 -0.01 -0.03
H -1.03277 3.70720 3.90588 -0.02 0.01 -0.01
H -1.57778 3.82505 2.23365 0.03 -0.01 -0.02
H -0.18637 2.80350 2.64606 0.03 0.01 0.00
H -1.72644 1.35460 4.02527 0.02 -0.03 0.02
H -3.92357 3.13778 2.87529 -0.01 0.00 0.01
H -3.38141 3.06496 4.54688 -0.01 0.02 -0.01
H -4.20762 1.68668 3.84287 -0.01 0.01 -0.01
H -4.42824 0.83900 1.88204 -0.02 -0.02 0.01
H -3.16234 2.90473 0.25352 -0.01 0.01 -0.02
H -4.80412 2.84379 0.87293 0.00 0.00 0.00
H -4.43277 2.13419 -0.68255 -0.01 0.00 0.01
H -3.15529 -0.67579 -0.37828 0.01 -0.02 -0.04
H -4.81558 -0.08734 -0.61460 0.00 0.00 0.01
H -4.40777 -1.14823 0.73240 0.03 -0.01 0.00
H -3.52485 -0.35577 3.97918 0.00 0.00 -0.01
H -3.75870 -2.65128 4.80312 0.01 0.00 0.00
H -2.50394 -4.49080 3.71655 0.00 0.01 0.00
H -1.01709 -4.01637 1.82880 -0.02 -0.01 -0.01
H -2.03037 -3.69713 -0.32709 0.02 -0.04 0.02
H -2.61793 -4.86188 -2.40339 0.00 0.01 0.00
H -1.59279 -4.16512 -4.54795 0.00 0.01 0.00
H 0.01467 -2.31634 -4.59125 0.03 -0.02 0.01
H 3.58908 -0.70024 -2.84721 0.00 0.02 0.03
H 2.22451 -2.95557 -4.40294 -0.02 0.00 -0.01
H 3.95292 -2.66845 -4.31078 -0.01 -0.01 -0.02
H 2.93686 -1.48965 -5.10812 -0.03 0.02 -0.02
H 2.47697 -3.35035 -1.82820 0.00 0.00 0.04
H 3.21943 -2.08911 -0.83807 0.01 0.00 0.09
H 4.18629 -2.95708 -2.02891 -0.01 -0.01 -0.01
H 1.29656 -0.45447 -4.89259 0.00 -0.09 -0.04
H -0.64221 1.64629 -3.96340 -0.05 0.00 0.04
H -1.18252 -0.03801 -4.15847 0.01 0.00 -0.03
H -0.52031 0.85545 -5.52494 0.01 0.02 0.00
H 1.66386 2.16554 -3.37920 0.01 0.00 0.01
H 1.90110 1.93982 -5.11446 -0.01 0.00 0.01
H 2.98050 1.14363 -3.97267 0.00 0.03 0.00
H 1.08280 -4.16067 0.75265 0.01 0.00 -0.01
H 3.31494 -4.89690 1.46340 0.00 0.01 -0.01
H 5.04049 -3.22657 2.06261 -0.01 0.00 0.00
H 4.48604 -0.83594 2.07065 -0.02 -0.01 0.00
H 1.75141 1.83518 3.66239 -0.02 0.01 -0.02
H 3.26432 -0.77291 4.18279 -0.01 0.02 0.01
H 3.02030 0.56701 5.29374 0.01 -0.01 0.00
H 4.08074 0.76654 3.90899 0.06 0.02 -0.01
H 0.92518 -1.09547 3.96930 -0.02 0.00 -0.01
H -0.18201 0.16165 3.47127 -0.08 0.02 0.00
H 0.55115 0.22990 5.07737 0.02 -0.01 0.00
H 2.62733 2.65970 0.74193 -0.03 0.01 0.00
H 4.42995 0.38844 -0.21070 0.00 -0.02 0.00
H 4.34068 2.02253 -0.87570 0.01 0.00 0.02
H 2.96829 0.91691 -1.04124 0.03 0.01 0.00
H 5.06878 1.40548 2.06199 0.00 -0.01 0.02
H 4.01394 2.61735 2.81149 0.00 0.00 0.02
H 4.91782 3.00514 1.35389 0.01 -0.01 0.00
C -3.87762 2.07513 -3.71585 0.02 -0.03 -0.01
C -2.75429 2.29948 -2.76697 0.01 -0.02 -0.02
C -2.00772 3.42448 -2.47659 0.03 0.08 0.06
C -1.06030 3.01541 -1.52992 -0.08 0.07 -0.13
N -1.21777 1.71859 -1.25645 -0.80 0.68 -1.18
N -2.25342 1.31121 -2.00908 0.02 -0.02 -0.06
C 0.01297 3.79263 -0.83615 0.00 -0.11 -0.02
H -4.16511 3.01414 -4.18155 -0.01 0.00 0.00
H -4.74875 1.65968 -3.20695 0.00 0.01 0.00
H -3.58318 1.37842 -4.50299 0.00 0.01 0.00
H -2.13084 4.41015 -2.89228 -0.02 -0.01 0.00
H -2.49646 0.33338 -2.02887 -0.01 -0.02 0.06
H -0.10804 4.85941 -1.00784 0.00 0.01 0.03
H 1.00345 3.50531 -1.19902 0.01 0.02 -0.01
H -0.02434 3.63345 0.24958 0.01 0.01 0.00

=====

# 3
59
Properties=species:S:1:pos:R:3:forces:R:3 method="wB97M-V/def2-TZVPD" smiles="CCCOC(=O)C[N+](C)(C)CCO[C@@H]1C[C@@H]2CC[C@@]1(C)C2(C)C" relative_energy_kj_mol=0.2 homo_lumo_gap_ev=10.514 energy_ha=-1025.8261 multiplicity=1 homo_ev=-12.8 charge=+1
C 5.59233 1.86868 -0.92341 -0.11 0.19 0.05
C 4.56492 2.92083 -0.52369 -0.20 -0.42 0.14
C 3.59077 2.41151 0.53356 0.54 0.65 0.20
O 2.74411 1.38105 -0.01254 -0.34 -0.02 -0.39
C 2.95151 0.13810 0.34176 -0.20 -0.73 -0.01
O 3.75651 -0.26605 1.13958 0.17 0.13 0.08
C 1.97495 -0.76103 -0.43629 0.06 1.23 -0.16
N 1.91375 -2.17427 0.01232 0.11 0.06 0.02
C 1.61450 -2.23656 1.45663 -0.13 -0.02 1.05
C 3.21323 -2.83153 -0.23932 0.98 -0.39 -0.09
C 0.86270 -2.89008 -0.77591 -1.01 -0.13 -0.36
C -0.58526 -2.61535 -0.35619 0.02 -0.01 0.11
O -0.83043 -1.23469 -0.33239 0.24 -0.07 -0.09
C -2.13589 -0.87956 0.12077 -0.34 0.19 0.21
C -3.25213 -1.10431 -0.91976 -0.06 -0.10 0.01
C -3.89725 0.28378 -1.04456 -0.05 -0.03 -0.15
C -2.92988 1.15088 -1.85561 -0.11 0.01 -0.15
C -1.75307 1.34651 -0.88109 0.06 -0.02 0.06
C -2.21534 0.63526 0.40635 0.33 -0.12 0.19
C -1.46501 1.06764 1.65165 -0.24 -0.14 -0.25
C -3.75125 0.86217 0.37801 -0.15 -0.03 0.02
C -4.16788 2.32809 0.49810 0.18 -0.20 -0.06
C -4.54680 0.10088 1.43913 0.20 0.02 -0.18
H 6.30549 2.29253 -1.62420 0.09 -0.05 -0.09
H 5.11378 1.01711 -1.40425 0.00 -0.11 -0.06
H 6.13666 1.51303 -0.05173 0.08 -0.07 0.05
H 4.00064 3.24444 -1.39965 -0.01 0.13 0.02
H 5.07288 3.79023 -0.10638 -0.06 0.08 0.01
H 4.12690 2.00722 1.39644 -0.14 0.08 -0.09
H 2.91230 3.20546 0.85123 0.03 -0.16 0.00
H 0.97190 -0.32973 -0.36109 0.25 -0.18 -0.03
H 2.27523 -0.72911 -1.48690 -0.06 -0.15 0.06
H 1.44298 -3.26916 1.75383 -0.02 -0.04 -0.15
H 2.45839 -1.84162 2.01925 -0.06 -0.07 -0.18
H 0.73298 -1.63926 1.67851 -0.03 -0.01 -0.13
H 4.00286 -2.27705 0.26563 -0.18 -0.01 -0.04
H 3.42073 -2.86097 -1.30744 -0.17 0.06 -0.03
H 3.19927 -3.84906 0.14611 -0.19 0.02 0.01
H 0.98689 -2.60936 -1.82327 0.17 0.00 0.08
H 1.03498 -3.96367 -0.67956 0.13 0.10 0.04
H -1.23366 -3.11869 -1.08828 0.14 -0.03 0.07
H -0.80391 -3.05797 0.62789 0.05 0.01 -0.11
H -2.32387 -1.44864 1.04214 0.03 0.06 -0.05
H -3.96535 -1.85951 -0.59353 0.00 -0.05 -0.01
H -2.83124 -1.42615 -1.87267 0.01 -0.07 -0.06
H -4.90864 0.25651 -1.44347 -0.09 0.02 0.01
H -3.39048 2.09747 -2.13063 0.02 0.04 -0.04
H -2.62378 0.65514 -2.77613 -0.03 0.01 -0.06
H -1.55157 2.39827 -0.68570 0.03 0.04 0.02
H -0.83476 0.90258 -1.26187 0.07 0.08 0.00
H -1.79258 0.49921 2.51946 0.01 -0.05 0.16
H -0.39297 0.92158 1.52350 0.16 0.01 0.04
H -1.64104 2.12205 1.84527 0.05 0.15 0.07
H -4.10562 2.64626 1.53620 -0.01 0.09 0.10
H -3.55818 2.99801 -0.09600 0.06 0.15 -0.09
H -5.20120 2.43672 0.17703 -0.13 0.05 -0.01
H -4.26664 0.44194 2.43315 -0.01 0.01 0.15
H -4.41248 -0.97428 1.39677 -0.02 -0.17 0.04
H -5.60596 0.30657 1.30324 -0.13 -0.01 0.04